Molecular formula: C6H6NOPS
Method: DFT, ωB97M-V/def2-TZVPD

## Properties
- Spin multiplicity: 1
- Orbital gap: 7.856 eV

Each line ends with the natural charge from an NBO analysis.
Element x y z (Å)
N: 1.377 -0.117 2.183  -0.80
C: 0.579 0.266 1.066  0.11
C: -0.681 0.690 1.049  -0.05
C: -1.397 0.936 0.001  0.07
C: -1.070 0.790 -1.293  -0.35
C: 0.262 0.301 -1.337  -0.17
C: 1.030 0.005 -0.225  -0.27
H: 2.302 -0.236 1.860  0.37
H: 1.318 0.522 3.081  0.39
H: -1.541 1.333 -2.183  0.24
H: 0.798 0.198 -2.335  0.22
H: 2.025 -0.323 -0.346  0.21
O: -4.573 -1.394 -0.822  -0.99
P: -4.511 0.279 -0.545  0.95
S: -4.418 0.653 1.324  -0.43
H: -4.698 -1.972 -0.071  0.50